{
  "formula": "C34H47BBiN9O2",
  "method": "the ωB97M-V functional and the def2-TZVPD basis",
  "species": ["Bi", "C", "C", "C", "C", "N", "N", "B", "N", "N", "C", "C", "C", "C", "C", "C", "C", "C", "N", "N", "C", "C", "C", "C", "C", "C", "C", "C", "C", "C", "C", "C", "H", "H", "H", "H", "H", "H", "H", "H", "H", "H", "H", "H", "H", "H", "H", "H", "H", "H", "H", "H", "H", "H", "H", "H", "H", "H", "H", "H", "H", "H", "H", "H", "H", "H", "H", "H", "H", "H", "H", "H", "O", "O", "N", "C", "C", "C", "C", "C", "C", "C", "N", "C", "C", "N", "C", "H", "H", "H", "H", "H", "H", "H"],
  "coordinates": [[0.195, -0.284, 0.348], [-4.679, -1.771, -1.608], [-3.741, -1.408, -0.526], [-4.052, -0.934, 0.745], [-2.845, -0.689, 1.380], [-1.859, -0.989, 0.512], [-2.409, -1.455, -0.630], [-1.521, -2.124, -1.683], [-0.463, -2.993, -0.976], [0.402, -2.475, -0.068], [1.249, -3.436, 0.327], [0.910, -4.604, -0.349], [-0.169, -4.293, -1.162], [-0.884, -5.201, -2.087], [2.354, -3.293, 1.336], [2.020, -4.191, 2.537], [3.673, -3.735, 0.683], [2.538, -1.865, 1.853], [-0.769, -1.017, -2.443], [0.282, -0.409, -1.856], [0.912, 0.348, -2.776], [0.203, 0.242, -3.965], [-0.852, -0.633, -3.719], [-1.887, -1.092, -4.673], [2.300, 0.890, -2.583], [2.767, 1.575, -3.869], [3.191, -0.331, -2.306], [2.434, 1.894, -1.434], [-2.596, -0.386, 2.827], [-1.882, -1.612, 3.420], [-3.933, -0.187, 3.548], [-1.746, 0.870, 3.024], [-5.698, -1.738, -1.233], [-4.468, -2.764, -1.992], [-4.593, -1.068, -2.435], [-5.034, -0.802, 1.143], [-2.161, -2.775, -2.417], [1.385, -5.557, -0.260], [-0.460, -6.198, -2.010], [-0.788, -4.864, -3.117], [-1.943, -5.249, -1.843], [1.913, -5.229, 2.240], [1.089, -3.870, 3.001], [2.813, -4.130, 3.277], [3.623, -4.759, 0.329], [4.477, -3.668, 1.411], [3.916, -3.094, -0.163], [1.655, -1.523, 2.390], [2.779, -1.176, 1.045], [3.370, -1.854, 2.553], [0.421, 0.709, -4.902], [-1.679, -0.686, -5.659], [-2.876, -0.758, -4.358], [-1.906, -2.179, -4.738], [2.788, 0.869, -4.694], [3.773, 1.965, -3.737], [2.107, 2.400, -4.129], [3.064, -1.083, -3.081], [2.940, -0.780, -1.347], [4.233, -0.026, -2.296], [2.020, 2.855, -1.732], [3.490, 2.034, -1.212], [1.941, 1.552, -0.526], [-2.483, -2.506, 3.271], [-1.741, -1.476, 4.488], [-0.911, -1.775, 2.954], [-4.543, -1.083, 3.486], [-4.483, 0.648, 3.122], [-3.752, 0.025, 4.598], [-0.729, 0.739, 2.659], [-1.696, 1.096, 4.086], [-2.191, 1.718, 2.510], [-0.995, 1.568, -0.476], [-0.634, 2.730, 0.217], [5.676, 9.836, -2.828], [4.818, 9.144, -2.527], [3.772, 8.244, -2.193], [4.057, 7.121, -1.416], [3.068, 6.193, -1.158], [1.790, 6.385, -1.679], [1.490, 7.525, -2.418], [2.478, 8.458, -2.668], [0.806, 5.381, -1.491], [-0.090, 4.959, -2.429], [-0.773, 3.900, -1.908], [-0.271, 3.696, -0.663], [0.684, 4.594, -0.417], [5.054, 6.979, -1.030], [3.298, 5.312, -0.580], [0.489, 7.694, -2.780], [2.257, 9.351, -3.233], [-0.170, 5.412, -3.399], [-1.540, 3.275, -2.316], [1.228, 4.681, 0.502]],
  "total_energy_ev": -60028.367,
  "homo_energy_ev": -14.19,
  "multiplicity": 1,
  "lumo_energy_ev": -5.048,
  "gap_ev": 9.138,
  "total_charge": 2,
  "de_lowest_kcal_mol": 12.7
}

{
  "formula": "C4H8Br2Si",
  "method": "the ωB97M-V functional and the def2-TZVPD basis",
  "species": ["C", "C", "C", "C", "Si", "Br", "Br", "H", "H", "H", "H", "H", "H", "H", "H"],
  "coordinates": [[-1.400, -1.146, -2.058], [-1.701, -0.141, -1.289], [1.192, 0.182, 0.739], [0.145, -0.699, 1.368], [-1.488, -0.262, 0.584], [-2.974, -1.289, 1.995], [-1.960, 2.423, 1.143], [-1.327, -0.905, -3.082], [-0.843, -2.088, -1.714], [-2.196, 0.811, -1.575], [0.907, 0.436, -0.208], [1.257, 1.033, 1.413], [2.166, -0.191, 0.676], [0.156, -0.740, 2.434], [0.292, -1.737, 1.024]],
  "total_energy_ev": -152235.723,
  "homo_energy_ev": [-4.71, -9.09],
  "multiplicity": 3,
  "lumo_energy_ev": [-0.393, -5.259],
  "gap_ev": [4.312, 3.829],
  "de_lowest_kcal_mol": 23.2
}

{
  "formula": "C4H35N2O12S",
  "method": "the ωB97M-V functional and the def2-TZVPD basis",
  "species": ["N", "C", "C", "S", "C", "N", "C", "H", "H", "H", "H", "H", "H", "H", "H", "H", "H", "H", "H", "H", "O", "H", "H", "O", "H", "H", "O", "H", "H", "O", "H", "H", "O", "H", "H", "O", "H", "H", "O", "H", "H", "O", "H", "H", "O", "H", "H", "O", "H", "H", "O", "H", "H", "O"],
  "coordinates": [[-1.363, 0.841, 1.699], [-1.502, 0.168, 0.415], [-2.436, -1.087, 0.445], [-4.187, -0.618, 0.306], [-0.057, -0.324, 0.044], [0.796, 0.721, -0.577], [2.043, 0.152, -1.156], [-0.948, 1.758, 1.546], [-0.871, 0.330, 2.394], [-1.842, 0.863, -0.429], [-2.056, -1.779, -0.263], [-2.349, -1.360, 1.544], [-0.126, -1.147, -0.726], [0.524, -0.839, 0.874], [1.073, 1.309, 0.212], [2.729, -0.188, -0.399], [2.632, 0.881, -1.692], [1.723, -0.582, -1.899], [2.428, -2.287, 0.647], [3.791, -2.224, -0.161], [2.970, -2.692, -0.121], [1.497, 0.212, 3.151], [-0.343, -1.483, 3.464], [1.967, 0.992, 2.806], [-1.285, 4.139, 0.057], [0.291, 3.832, -0.267], [-0.546, 3.500, 0.029], [-0.710, -1.728, -3.716], [-1.560, -0.752, -2.759], [-1.284, -0.976, -3.643], [2.154, 2.602, 2.808], [1.022, 3.237, 2.177], [1.954, 3.415, 2.287], [-0.055, 0.493, -4.069], [0.503, 1.332, -2.900], [0.670, 1.083, -3.810], [-2.573, 2.948, -0.395], [-3.149, 2.859, 1.024], [-3.213, 3.344, 0.203], [-0.557, -3.103, 0.467], [0.974, -2.891, 0.904], [0.337, -3.386, 0.352], [2.142, -1.918, 2.733], [1.474, 0.943, 1.941], [1.787, -1.626, 1.901], [0.403, -2.676, 2.866], [-3.959, 0.236, -0.723], [-0.293, -2.437, 3.495], [-1.168, 2.458, -3.198], [-1.124, 2.041, -1.732], [-1.723, 2.143, -2.467], [1.760, -3.303, -2.113], [0.760, -3.782, -1.304], [0.874, -3.645, -2.276]],
  "total_energy_ev": -43102.704,
  "homo_energy_ev": -6.38,
  "multiplicity": 1,
  "lumo_energy_ev": 2.512,
  "gap_ev": 8.887,
  "total_charge": -1,
  "de_lowest_kcal_mol": 86.4
}

{
  "formula": "H2N2O2S2",
  "method": "the ωB97M-V functional and the def2-TZVPD basis",
  "species": ["N", "N", "O", "O", "S", "S", "H", "H"],
  "coordinates": [[-0.432, 1.796, 0.461], [1.496, 0.053, 0.044], [-1.043, -1.497, 0.833], [-2.124, -0.487, -1.028], [0.879, 1.570, -0.166], [-1.975, -0.485, 0.413], [0.864, -0.833, 0.074], [2.334, -0.118, -0.632]],
  "total_energy_ev": -28775.682,
  "homo_energy_ev": -9.79,
  "multiplicity": 1,
  "lumo_energy_ev": -0.880,
  "gap_ev": 8.914,
  "de_lowest_kcal_mol": 1.9
}